{
  "formula": "C54H128N8O10",
  "method": "wB97M-V/def2-TZVPD",
  "total_charge": 1,
  "lumo_energy_ev": [-2.259, -6.666],
  "multiplicity": 2,
  "total_energy_ev": -90451.6653,
  "e_homo_ev": [-9.83, -9.83],
  "gap_ev": [7.6, 3.2],
  "species": ["C", "C", "C", "C", "C", "C", "N", "O", "C", "C", "C", "H", "H", "H", "H", "H", "H", "H", "H", "H", "H", "H", "H", "H", "H", "H", "H", "H", "H", "H", "C", "C", "C", "C", "C", "C", "N", "O", "C", "C", "C", "H", "H", "H", "H", "H", "H", "H", "H", "H", "H", "H", "H", "H", "H", "H", "H", "H", "H", "H", "C", "C", "C", "C", "C", "C", "N", "O", "C", "C", "C", "H", "H", "H", "H", "H", "H", "H", "H", "H", "H", "H", "H", "H", "H", "H", "H", "H", "H", "H", "C", "C", "C", "C", "C", "C", "N", "O", "C", "C", "C", "H", "H", "H", "H", "H", "H", "H", "H", "H", "H", "H", "H", "H", "H", "H", "H", "H", "H", "H", "C", "C", "C", "O", "C", "N", "H", "H", "H", "H", "H", "H", "H", "H", "H", "H", "H", "C", "C", "C", "O", "C", "N", "H", "H", "H", "H", "H", "H", "H", "H", "H", "H", "H", "C", "C", "C", "O", "C", "N", "H", "H", "H", "H", "H", "H", "H", "H", "H", "H", "H", "C", "C", "C", "O", "C", "N", "H", "H", "H", "H", "H", "H", "H", "H", "H", "H", "H", "C", "O", "H", "H", "H", "H", "C", "O", "H", "H", "H", "H"],
  "coordinates": [[-1.6301, 1.3760, 5.5408], [-3.0044, 0.8192, 4.9591], [-2.7730, -0.4240, 4.0373], [-2.3749, -1.6893, 4.7214], [-3.3889, -2.0338, 5.8501], [-3.6701, -0.8114, 6.8149], [-3.9347, 0.4207, 6.0036], [-4.4969, 1.4363, 6.8257], [-4.9722, -1.1935, 7.4710], [-2.5745, -0.7669, 7.8795], [-3.7902, 1.8897, 4.1172], [-1.9064, 2.1373, 6.2704], [-0.9612, 1.6958, 4.7419], [-1.0108, 0.6561, 6.0758], [-3.6122, -0.7096, 3.4030], [-1.9802, -0.1208, 3.3535], [-1.4208, -1.5382, 5.2262], [-2.2177, -2.5142, 4.0265], [-3.0388, -2.8248, 6.5133], [-4.2957, -2.4791, 5.4407], [-4.8319, -2.2262, 7.7901], [-5.1192, -0.5484, 8.3373], [-5.8710, -0.9678, 6.8970], [-1.6350, -1.0279, 7.3923], [-2.4211, 0.1939, 8.3708], [-2.8228, -1.3500, 8.7663], [-3.8431, 2.8367, 4.6544], [-4.7826, 1.5769, 3.7925], [-3.1854, 2.1764, 3.2569], [-5.4008, 1.3373, 6.5180], [-0.5317, 3.8232, -6.9694], [-0.2051, 3.8444, -5.5242], [1.3703, 3.5598, -5.5011], [1.9753, 3.7990, -4.1356], [1.5678, 5.1935, -3.5335], [0.1022, 5.5309, -3.7066], [-0.4185, 5.2309, -5.0471], [-1.7118, 5.6349, -5.2388], [-0.6553, 4.8409, -2.5498], [-0.0294, 7.0710, -3.3544], [-0.9565, 2.6994, -4.7994], [-0.5142, 2.8679, -7.4942], [0.0704, 4.5177, -7.5553], [-1.5969, 4.0362, -7.0588], [1.6118, 2.5860, -5.9274], [1.8915, 4.2728, -6.1399], [3.0278, 3.5492, -4.0017], [1.5767, 3.1088, -3.3920], [2.1529, 5.9805, -4.0095], [1.8767, 5.1986, -2.4882], [-0.2458, 3.8702, -2.2703], [-0.4650, 5.4017, -1.6347], [-1.7280, 4.7802, -2.7335], [-1.0567, 7.3424, -3.1114], [0.4851, 7.3383, -2.4313], [0.4232, 7.6594, -4.1525], [-0.8829, 1.7567, -5.3417], [-2.0082, 2.9826, -4.7566], [-0.6195, 2.4980, -3.7826], [-1.7004, 6.1594, -6.0428], [-0.2615, -3.1771, 0.4110], [0.0449, -1.6876, 0.7695], [1.3572, -1.4379, 0.0070], [1.7289, 0.0176, -0.2661], [0.6070, 0.6651, -1.0883], [-0.7766, 0.5457, -0.3429], [-0.9336, -0.8486, 0.1816], [-2.1675, -1.0827, 0.7992], [-0.8626, 1.6716, 0.6671], [-1.8430, 0.7756, -1.4325], [0.3557, -1.4214, 2.2349], [-1.2590, -3.3467, 0.8163], [0.3284, -3.8679, 1.0135], [-0.2712, -3.2581, -0.6760], [2.1957, -1.8722, 0.5513], [1.3836, -1.8624, -0.9966], [2.5969, -0.0497, -0.9220], [1.8306, 0.6214, 0.6357], [0.6643, 0.1169, -2.0287], [0.8853, 1.6663, -1.4172], [-0.3685, 2.5272, 0.2069], [-1.8590, 1.7950, 1.0916], [-0.1841, 1.5347, 1.5091], [-1.7386, -0.0215, -2.1686], [-2.7944, 0.6560, -0.9143], [-1.7240, 1.6998, -1.9979], [0.3780, -0.3423, 2.3872], [1.1900, -1.9878, 2.6488], [-0.5069, -1.7474, 2.8160], [-2.6072, -1.6404, 0.1533], [4.1556, -2.9216, 2.2951], [4.2971, -2.2934, 3.6868], [3.8125, -0.7860, 3.5611], [3.2669, -0.1296, 4.8198], [2.2308, -0.9899, 5.5124], [2.6382, -2.4683, 5.7815], [3.3066, -3.0161, 4.5413], [3.7102, -4.3355, 4.6955], [3.5702, -2.5263, 6.9823], [1.2406, -3.0946, 6.0601], [5.7220, -2.3653, 4.1000], [4.5727, -3.9266, 2.2313], [4.5451, -2.3410, 1.4589], [3.0925, -3.0157, 2.0737], [4.6779, -0.2529, 3.1673], [3.0281, -0.6864, 2.8107], [2.9263, 0.8752, 4.5695], [4.1065, 0.0432, 5.4930], [1.2863, -0.8832, 4.9789], [2.0006, -0.4634, 6.4387], [4.4390, -3.1839, 6.9522], [3.9560, -1.5225, 7.1604], [3.1154, -2.8928, 7.9026], [0.5267, -3.0085, 5.2409], [1.2537, -4.1760, 6.1965], [0.8090, -2.6070, 6.9342], [5.7736, -2.0129, 5.1301], [6.2838, -1.6966, 3.4477], [6.1527, -3.3599, 3.9844], [3.2089, -4.7288, 3.9774], [3.5522, 0.0366, -3.8920], [4.5130, -0.7425, -4.7472], [3.8238, -1.2466, -6.0066], [4.5019, -2.3287, -6.6729], [4.0044, -2.7124, -7.9165], [5.6399, 0.0238, -5.0614], [2.9575, 0.7827, -4.4191], [4.0383, 0.5575, -3.0672], [2.8597, -0.6947, -3.4751], [4.7912, -1.6429, -4.1994], [3.5404, -0.4333, -6.6747], [2.8346, -1.5898, -5.7036], [3.6936, -1.8955, -8.5678], [3.1279, -3.3252, -7.7056], [4.7137, -3.3540, -8.4393], [6.2039, -0.7004, -5.4827], [5.5152, 0.6524, -5.8421], [-2.2869, -2.5694, -2.9203], [-3.4188, -3.4479, -2.5927], [-4.5702, -2.6808, -1.9857], [-4.2658, -2.2146, -0.6972], [-5.3626, -1.6596, 0.0726], [-3.8806, -4.0726, -3.8700], [-2.6082, -1.8866, -3.7069], [-1.4558, -3.1175, -3.3641], [-1.9219, -2.0660, -2.0250], [-2.9744, -4.1664, -1.9039], [-5.4533, -3.3096, -1.8718], [-4.8500, -1.8599, -2.6459], [-5.9876, -0.9597, -0.4820], [-4.9605, -1.1933, 0.9721], [-6.0969, -2.4302, 0.3070], [-4.8402, -4.3737, -3.7777], [-4.0595, -3.3685, -4.5717], [4.1875, -7.4746, -1.2076], [4.6634, -6.0676, -0.9916], [3.6975, -4.9689, -1.4008], [3.6789, -4.9383, -2.8471], [2.7084, -3.9959, -3.3913], [4.9277, -5.9269, 0.4534], [3.2847, -7.7366, -0.6559], [4.9113, -8.2135, -0.8638], [4.0939, -7.6564, -2.2783], [5.5844, -5.8883, -1.5462], [3.9981, -3.9784, -1.0595], [2.7460, -5.1940, -0.9191], [1.6683, -4.3130, -3.4669], [2.9926, -3.5823, -4.3589], [2.7662, -3.1228, -2.7413], [5.5010, -6.7268, 0.6808], [5.4588, -5.1055, 0.7048], [-4.8578, 4.4141, -4.0113], [-4.6586, 3.3104, -2.9661], [-5.4857, 3.4331, -1.6874], [-4.8955, 2.6084, -0.6495], [-5.5913, 2.4414, 0.5452], [-4.9260, 2.0963, -3.7041], [-4.0628, 4.4508, -4.7561], [-4.8322, 5.3768, -3.5008], [-5.8198, 4.3403, -4.5184], [-3.6231, 3.2689, -2.6282], [-6.4883, 3.1074, -1.9648], [-5.5337, 4.4485, -1.2940], [-6.3471, 3.2183, 0.6607], [-4.8129, 2.5323, 1.3028], [-6.0163, 1.4377, 0.5419], [-4.7254, 1.3876, -3.0130], [-4.1723, 2.0653, -4.3757], [-2.4318, 5.0955, 0.9865], [-1.2276, 5.2145, 1.7072], [-2.2119, 4.8845, -0.0600], [-3.0499, 4.3503, 1.4872], [-3.0656, 5.9672, 1.1495], [-0.6068, 5.8668, 1.3744], [4.2365, 3.3940, 0.4604], [4.3109, 4.2970, -0.6630], [5.2091, 3.2257, 0.9229], [3.5634, 3.8018, 1.2145], [3.8564, 2.4194, 0.1543], [5.1463, 4.0879, -1.0872]]
}